# 1
14
Properties=species:S:1:pos:R:3:lowdin_charge:R:1 method="wB97M-V/def2-TZVPD" e_above_lowest_kj_mol=31.2 max_force_ev_per_a=0.56 energy_ev=-8269.0023 smiles="CNC(=O)NC" total_charge=0 homo_ha=-0.3443 lumo_ev=0.9 gap_ev=10.24 multiplicity=1
C -2.40582 0.32842 0.16813 -0.09
N -1.13560 -0.25525 0.50032 -0.02
C -0.03720 0.01852 -0.28134 -0.58
O -0.11826 0.45058 -1.42126 0.04
N 1.15882 -0.22512 0.35212 -0.01
C 2.39844 -0.14724 -0.39460 -0.09
H -2.54840 1.33122 0.62151 0.09
H -3.15314 -0.37989 0.50294 0.08
H -2.44501 0.44882 -0.91393 0.08
H -0.99214 -0.41287 1.48559 0.12
H 1.12630 -0.83188 1.15920 0.13
H 3.20933 0.12920 0.27792 0.08
H 2.64348 -1.08674 -0.89428 0.08
H 2.30555 0.62494 -1.15728 0.08

---

# 2
85
Properties=species:S:1:pos:R:3:lowdin_charge:R:1 method="wB97M-V/def2-TZVPD" e_above_lowest_kj_mol=0.0 max_force_ev_per_a=0.77 energy_ev=-174423.5290 total_charge=+3 homo_ha=-0.5934 lumo_ev=-9.8 gap_ev=6.31 multiplicity=1
Ti -0.01993 -0.39628 -0.20291 0.77
C 0.96474 -5.90555 2.29778 -0.07
C 1.17496 -4.54109 1.65590 -0.28
S -0.29249 -3.85160 0.94334 0.71
O 0.14176 -2.65058 0.17088 -0.60
O -1.28234 -3.59659 1.94439 -0.25
C -0.87399 -5.10812 -0.20129 -0.14
C -1.93574 -4.71404 -1.26040 -0.06
N -2.28299 -3.29120 -1.18099 0.07
C -1.53076 -2.35093 -1.77872 -0.31
N -1.75128 -1.15225 -1.21952 0.02
C -2.75378 -1.33006 -0.27542 -0.02
C -3.05864 -2.64054 -0.23036 -0.11
N -3.98986 -3.27590 0.69105 -0.31
O -4.05261 -4.49200 0.68765 0.13
O -4.59984 -2.51698 1.40850 0.15
C -0.58332 -2.63037 -2.88548 0.04
H 1.88348 -6.17745 2.81483 0.10
H 0.76263 -6.68469 1.56348 0.09
H 0.16046 -5.87615 3.03192 0.10
H 1.94460 -4.52444 0.88265 0.12
H 1.43053 -3.78990 2.41030 0.09
H -1.27574 -5.87171 0.46823 0.12
H 0.01970 -5.51508 -0.67937 0.12
H -2.82664 -5.30872 -1.13848 0.13
H -1.53764 -4.88684 -2.25592 0.13
H -3.19735 -0.51949 0.27068 0.13
H -1.09772 -3.17408 -3.67970 0.12
H 0.27041 -3.22129 -2.55119 0.10
H -0.22470 -1.69247 -3.29534 0.08
Te 0.82706 -0.62568 2.48272 1.60
C -0.80537 -0.78058 3.78881 -0.49
C -2.13597 -0.80945 3.39665 -0.12
C -3.11714 -1.00995 4.35583 -0.04
C -2.76891 -1.17246 5.68992 -0.03
C -1.43567 -1.14942 6.07384 -0.04
C -0.44255 -0.96866 5.12139 -0.15
C 1.38213 1.37254 2.84727 -0.49
C 2.21430 2.02446 1.94047 -0.19
C 2.63996 3.31428 2.21698 -0.05
C 2.24334 3.93954 3.39158 -0.03
C 1.41024 3.28155 4.28393 -0.03
C 0.97025 1.99213 4.01809 -0.10
H -2.42064 -0.68660 2.36712 0.07
H -4.15760 -1.04080 4.06023 0.12
H -3.53976 -1.32182 6.43403 0.13
H -1.16261 -1.28518 7.11167 0.12
H 0.59584 -0.96627 5.43453 0.11
H 2.49425 1.55922 1.00716 0.06
H 3.27654 3.83580 1.51325 0.12
H 2.58306 4.94296 3.61187 0.13
H 1.09566 3.77156 5.19592 0.13
H 0.31393 1.49569 4.72426 0.10
C 4.84525 -0.20367 1.21435 0.01
N 4.69111 0.31474 -0.14903 -0.10
C 5.62121 1.11278 -0.76770 0.02
C 5.21462 1.27874 -2.04931 0.01
N 4.04109 0.58097 -2.19901 -0.09
C 3.40377 0.35213 -3.49865 0.03
C 3.71622 0.01432 -1.02686 -0.57
Se 2.33703 -1.22860 -0.65383 0.87
H 5.86729 -0.01004 1.52466 0.11
H 4.67022 -1.27542 1.21360 0.09
H 4.16031 0.29328 1.89493 0.07
H 6.48950 1.48140 -0.24875 0.15
H 5.66290 1.81435 -2.86902 0.15
H 3.63532 1.19774 -4.13942 0.11
H 2.33329 0.26797 -3.36691 0.06
H 3.80752 -0.55772 -3.93837 0.12
O 0.20924 0.48457 -2.63689 0.03
C -0.12942 1.44863 -1.97332 -0.47
N 0.38040 1.54175 -0.65206 -0.15
S -0.81559 2.22693 0.26372 0.77
O -0.50237 3.15581 1.27554 -0.16
O -1.37158 0.89061 0.72304 -0.43
C -1.73771 2.89429 -1.04593 -0.22
C -2.79610 3.77559 -0.97697 0.02
C -3.34462 4.16554 -2.19787 0.00
C -2.84638 3.68073 -3.40416 0.01
C -1.77795 2.78818 -3.44523 0.05
C -1.21575 2.40920 -2.23984 -0.13
H -3.17864 4.15045 -0.03711 0.14
H -4.17137 4.86301 -2.20634 0.13
H -3.29628 4.01248 -4.33036 0.13
H -1.38910 2.41992 -4.38485 0.14

---

# 3
33
Properties=species:S:1:pos:R:3:lowdin_charge:R:1 method="wB97M-V/def2-TZVPD" max_force_ev_per_a=1.65 energy_ev=-16909.1304 total_charge=-1 homo_ha=-0.1584 lumo_ev=3.3 gap_ev=7.57 multiplicity=1
C 3.22209 -0.71950 0.75664 -0.13
O 2.67136 0.57317 0.82763 -0.22
C 1.81949 0.81299 -0.29695 -0.26
C 1.25127 2.24654 -0.18391 -0.16
C -0.19674 2.30251 0.40157 -0.20
C -0.40482 1.41427 1.66331 -0.20
C -1.68756 0.52712 1.64189 -0.21
C -1.88376 -0.32311 0.35696 -0.25
C -1.11176 -1.66631 0.34423 -0.32
C -1.56477 -2.46527 -0.93230 -0.37
In -0.97711 -1.46877 -2.87043 0.19
H 2.46959 -1.50019 0.53760 0.09
H 4.06581 -0.77504 0.03856 0.09
H 3.63843 -0.93807 1.75742 0.08
H 2.43936 0.70789 -1.20502 0.11
H 0.97851 0.10296 -0.36385 0.06
H 1.21707 2.66722 -1.20552 0.11
H 1.90320 2.88246 0.44127 0.11
H -0.35206 3.35842 0.70195 0.10
H -0.93115 2.12222 -0.39934 0.10
H -0.52364 2.11009 2.51914 0.10
H 0.45249 0.77200 1.91504 0.10
H -2.60094 1.10808 1.87439 0.10
H -1.58709 -0.18735 2.48569 0.10
H -1.66336 0.20504 -0.58390 0.06
H -2.95947 -0.58655 0.30964 0.11
H -1.40971 -2.29795 1.20879 0.09
H -0.01621 -1.54620 0.31822 0.07
H -2.67090 -2.55740 -0.94776 0.01
H -1.13145 -3.48697 -0.92530 0.01
H -2.30527 -0.34191 -3.38754 -0.16
H 0.47176 -0.44915 -2.59117 -0.13
H -0.62266 -2.60328 -4.20698 -0.17